{
  "formula": "C21H19Cl7N5O5ReS2",
  "method": "ωB97M-V/def2-TZVPD",
  "symbols": ["N", "C", "Cl", "C", "C", "N", "N", "C", "Cl", "Cl", "C", "C", "H", "C", "O", "N", "C", "H", "H", "C", "H", "C", "Re", "H", "H", "H", "C", "O", "C", "C", "O", "H", "C", "C", "Cl", "S", "Cl", "S", "C", "N", "H", "H", "H", "O", "C", "H", "H", "Cl", "H", "H", "H", "H", "C", "Cl", "C", "O", "C", "H", "C", "H"],
  "positions_angstrom": [[-3.27791, -0.34111, -2.57842], [1.44816, -0.69609, -2.45186], [-0.34082, -6.01830, 0.65861], [2.47657, 0.74268, 1.84648], [-3.52307, -1.59144, -2.80521], [-2.46965, -0.21203, -1.44090], [1.17869, 3.25776, 1.25181], [-2.40065, 0.69203, 0.80423], [1.64773, -5.77139, -1.43972], [3.72393, 0.25444, -1.38804], [-0.01252, 4.34679, 3.09277], [-1.77940, 0.78118, 3.51412], [2.93787, -0.26751, 3.69074], [0.99142, 3.27387, 2.70224], [1.35739, -2.90042, 0.88433], [-4.35430, -1.90852, -3.85076], [2.33165, -0.37827, -5.08819], [1.26237, 0.29993, 3.59251], [1.77025, -1.11902, 2.66519], [-1.34138, -0.27504, 2.75115], [-4.45847, -1.16585, -4.52566], [0.93035, 2.15029, 0.47848], [-0.94399, -1.63201, -1.25929], [0.83245, 4.08264, 0.78546], [-0.96168, 4.17852, 2.58523], [3.27598, 0.24500, 1.29391], [0.83896, -3.64400, 0.09215], [0.95531, -0.90390, -1.22806], [-1.63015, -0.34296, 1.37507], [-2.88424, 0.61511, -0.55355], [-0.00314, -3.40819, -0.85135], [0.35736, 5.33937, 2.82418], [3.15168, -0.01746, -4.02988], [0.62286, -1.06847, -3.53124], [0.00413, -1.36524, -6.12024], [-2.92183, -2.93342, -1.83063], [2.42532, -5.52862, 1.32468], [0.06829, 2.30541, -0.95904], [2.08358, -0.13733, 3.02310], [1.38723, 0.96817, 0.90526], [-3.45310, 2.52196, 1.15035], [-0.18827, 4.33437, 4.16964], [2.86957, 1.70327, 2.17398], [-1.20084, -1.38679, 0.70603], [-2.53968, 1.81185, 2.94844], [1.21118, 0.20604, 0.25080], [-3.73635, 1.22927, -0.83427], [2.86996, -0.17989, -6.71942], [0.62941, 2.29540, 3.01792], [-4.19351, -2.81864, -4.24849], [-0.76016, -1.08334, 3.17412], [-2.89036, 2.63502, 3.55662], [1.14836, -5.18319, 0.15621], [4.72606, 0.62860, -4.33150], [1.06416, -0.90485, -4.83505], [-0.57506, -1.55024, -3.22715], [2.70810, -0.17888, -2.71294], [1.94144, 3.45713, 3.21436], [-2.84911, 1.74748, 1.60970], [-1.53816, 0.80883, 4.57100]],
  "lowdin_spin": [0.0166, 0.0085, 0.0008, 0.0001, 0.0085, -0.0072, 0.0003, 0.0148, 0.0009, 0.0010, 0.0002, 0.0094, 0.0000, 0.0001, 0.0176, -0.0006, 0.0044, 0.0001, 0.0000, 0.0072, -0.0001, 0.0009, 2.3535, 0.0000, 0.0001, 0.0000, 0.0095, 0.0959, 0.0167, 0.0643, 0.0521, 0.0000, 0.0077, 0.0071, 0.0020, 0.0373, -0.0004, 0.0027, 0.0001, 0.0012, -0.0001, 0.0000, 0.0000, 0.1222, 0.0113, 0.0002, 0.0022, 0.0005, 0.0001, -0.0004, 0.0002, 0.0005, -0.0007, 0.0017, 0.0081, 0.1083, 0.0054, 0.0000, 0.0072, 0.0003],
  "energy_ev": -151236.96314,
  "spin_multiplicity": 4,
  "charge": -1,
  "e_homo_ev": [-4.7, -5.3]
}